DFT (ωB97M-V/def2-TZVPD) results for a 2-piece molecular cluster, C7H16N2O2 overall in a non-equilibrium geometry.

Computed properties:
lowest unoccupied orbital energy: 0.025 hartree
HOMO-LUMO gap: 9.730 eV
electronic energy: -536.1302 hartree
maximum force: 11.78 eV/Å
SMILES string: CCN(C)C(C)=O.CC(N)=O
total charge: 0

Geometry as XYZ:
```
27
Properties=species:S:1:pos:R:3:forces:R:3
C -0.128590 0.390679 2.642185 1.654 -0.839 -2.733
C 0.090860 1.851138 2.252570 -2.939 4.641 2.655
C -1.305248 0.290625 0.501221 -1.422 -2.141 1.085
C 1.956889 -1.674010 0.952692 -0.042 0.754 -0.879
C 0.461629 -1.424499 0.828134 0.161 1.226 0.321
O -0.114894 -2.191480 0.110042 -1.222 -1.225 -1.538
N -0.218741 -0.324518 1.315109 -0.898 0.094 0.120
H 0.885714 -0.003588 2.914051 -1.351 0.210 1.458
H -1.114590 0.096843 3.114630 1.686 0.632 0.469
H -0.788471 2.356002 1.656735 1.682 -1.251 1.236
H 0.948323 2.081251 1.731550 2.024 -0.587 -1.785
H -0.693240 0.846665 -0.206562 -1.971 0.854 0.397
H 1.943350 -2.729690 1.306253 0.910 0.713 -0.561
H 0.321821 2.764200 3.082571 -1.099 -2.937 -1.143
H -2.103447 -0.349734 0.014775 1.791 -0.242 -0.077
H -2.036693 0.663393 1.276146 1.170 1.088 -1.078
H 2.404994 -1.485624 -0.178237 -1.030 -0.741 3.163
H 2.399159 -0.984865 1.689871 0.331 -0.431 -0.410
C -0.478000 -1.136555 -3.043980 -1.188 -2.774 5.229
C -0.262462 0.265840 -3.201251 1.386 6.354 2.982
O -0.315734 0.913887 -4.196624 -0.840 -1.144 -3.579
N 0.022114 1.311599 -2.130945 -3.647 -3.001 -10.048
H -0.339316 -1.638190 -3.915601 0.447 -1.323 -2.579
H -1.497051 -1.366996 -2.667293 -0.239 0.846 -0.872
H -0.243370 2.207772 -2.338393 -0.493 2.108 -0.779
H 0.329585 1.079013 -1.373941 4.387 -2.844 10.559
H -0.124592 -1.809158 -2.135707 0.750 1.961 -1.613
```
Forces are in eV/Å.

DFT (ωB97M-V/def2-TZVPD) results for a 14-piece molecular cluster, C38H109N5O14 overall in a non-equilibrium geometry.

Computed properties:
lowest unoccupied orbital energy: 0.013 hartree
HOMO-LUMO gap: 9.122 eV
electronic energy: -2840.0850 hartree
maximum force: 3.10 eV/Å
total charge: 0

Geometry as XYZ:
```
166
Properties=species:S:1:pos:R:3:forces:R:3
C 16.911230 16.277950 16.478665 1.516 0.645 -0.094
C 16.359540 17.616340 15.908905 0.725 -2.135 1.539
C 16.463680 17.721990 14.433925 2.169 1.475 -1.648
O 17.805360 18.129200 14.092625 1.173 -0.280 -0.026
C 18.133370 18.299370 12.721395 -0.395 0.198 -0.267
N 14.979120 17.573540 16.233905 -1.596 1.173 0.313
H 16.536320 15.390840 15.968195 0.018 0.125 -0.332
H 16.680190 16.155120 17.536795 -0.369 0.257 0.078
H 18.000280 16.323440 16.475985 0.243 -0.513 -0.380
H 16.857250 18.383810 16.501675 0.057 0.509 -0.671
H 15.895240 18.570300 14.052665 -0.976 -0.360 0.042
H 16.267440 16.777910 13.925695 -0.511 -0.106 -0.010
H 18.183660 17.389280 12.123645 -0.342 -0.453 0.291
H 19.099040 18.775290 12.550875 0.274 -0.060 0.920
H 17.465430 18.993450 12.211285 -0.629 0.011 0.034
H 14.661240 16.698340 15.842665 -0.521 -0.030 0.269
H 14.949990 17.543250 17.243035 -0.559 -0.197 0.084
C 10.760910 10.646360 12.714165 -1.732 -0.276 -0.154
C 10.681320 11.857070 11.788015 0.255 0.753 1.889
C 10.411060 13.209100 12.509675 0.177 -0.955 0.297
O 9.121180 13.256440 13.122565 0.275 0.385 -0.764
C 8.687330 14.588570 13.304745 -0.453 0.042 0.130
N 11.994610 11.913060 11.160295 -0.802 0.429 -0.590
H 9.863700 10.530710 13.322225 -0.361 0.035 -0.200
H 11.537850 10.619820 13.478195 0.589 0.399 -0.512
H 10.805720 9.796840 12.032685 0.325 -0.324 0.383
H 9.853350 11.836710 11.079385 0.156 -0.809 -0.315
H 10.561560 13.981410 11.755365 -0.355 0.369 0.005
H 11.163700 13.348660 13.285675 0.330 0.123 0.225
H 9.338490 15.151250 13.973675 0.163 -0.053 0.363
H 7.675930 14.557650 13.709975 0.104 -0.103 0.231
H 8.624400 15.191670 12.398975 0.209 -0.311 -0.466
H 12.656870 12.014410 11.916105 0.476 0.134 0.037
H 11.984300 12.821650 10.719315 0.690 0.202 -0.502
C 12.238170 17.787500 9.666675 0.269 0.030 1.074
C 11.633390 16.970200 10.860495 2.024 0.388 -0.283
C 11.485230 17.786790 12.172825 -1.977 -1.181 -1.300
O 12.692050 18.115450 12.770695 0.294 0.657 -0.232
C 12.542130 19.048770 13.843425 0.079 -0.270 -0.174
N 10.440650 16.274050 10.429675 -0.321 0.027 0.744
H 13.175210 18.264290 9.954285 0.032 0.182 0.188
H 11.551150 18.563900 9.330075 -0.128 0.005 -0.015
H 12.508800 17.158310 8.818745 -0.335 -0.268 0.035
H 12.380310 16.233500 11.156245 0.151 -0.459 -0.298
H 10.890490 17.211470 12.882325 -0.172 -0.462 0.116
H 10.800550 18.579680 11.871765 0.398 1.158 0.403
H 11.899290 18.657100 14.631745 0.136 -0.427 0.243
H 12.029340 19.960120 13.535875 0.373 0.230 -0.381
H 13.560810 19.198270 14.201235 -0.317 0.310 0.244
H 10.625020 15.910270 9.505685 -0.125 -0.104 -0.127
H 9.682040 16.934220 10.335915 -0.259 0.104 -0.127
C 21.242970 9.443250 15.746675 0.617 -0.018 0.266
C 20.670130 10.765290 16.216915 -0.446 0.178 -0.118
C 19.163030 10.849320 16.087125 -0.927 0.435 -0.497
O 18.682500 12.180770 16.344175 -0.517 -0.076 0.749
C 17.248610 12.286810 16.200165 0.779 0.325 -1.273
N 21.008410 10.996140 17.627895 0.281 0.244 -0.765
H 22.300890 9.403710 16.006175 0.055 0.218 0.224
H 21.255170 9.304160 14.665665 -0.643 -0.118 0.016
H 20.795890 8.618730 16.302005 -0.247 -0.221 -0.344
H 21.038770 11.561080 15.569665 0.454 0.224 0.256
H 18.664400 10.227370 16.830535 0.017 -0.608 -0.078
H 18.827810 10.605520 15.079015 -0.068 -0.419 -0.209
H 16.928870 13.318070 16.349695 0.373 -0.047 0.409
H 16.632850 11.615680 16.798935 0.439 -0.197 0.372
H 17.038590 12.090130 15.148835 -0.307 -0.251 -0.123
H 20.389760 10.364750 18.116475 0.043 -0.155 0.581
H 20.634700 11.918330 17.801105 0.088 0.289 0.556
C 16.505570 12.566870 11.933945 0.770 -0.938 -1.181
C 15.721570 13.777160 12.377665 1.371 -0.146 0.609
C 15.717310 14.936900 11.351325 0.297 -0.854 0.538
O 17.064300 15.228210 11.007135 0.261 0.328 1.069
C 17.096370 16.116900 9.928255 -1.154 -0.763 -1.415
N 14.423120 13.341460 12.800425 -1.531 0.509 -0.526
H 16.533040 11.719680 12.619225 -0.477 0.271 0.592
H 17.560570 12.684020 11.686295 0.064 0.765 0.118
H 16.100580 12.133130 11.019645 -0.381 0.086 -0.214
H 16.168030 14.130820 13.307015 0.913 0.624 -0.106
H 15.235590 15.830160 11.748985 -0.087 0.204 0.352
H 15.140550 14.679520 10.462955 -0.028 -0.399 -0.269
H 18.048730 16.575320 9.661845 0.125 -0.138 0.699
H 16.282310 16.841520 9.946655 0.228 0.593 0.468
H 16.793480 15.482800 9.095035 0.166 0.135 -0.787
H 14.504360 12.638830 13.521395 0.272 -0.324 0.022
H 14.063550 14.144490 13.296375 -0.697 0.172 0.068
C 16.821580 7.747550 9.596865 -0.022 0.414 0.262
C 16.804660 9.185800 10.189465 -0.273 -1.069 -0.891
O 17.493620 10.049280 9.297415 -0.374 0.092 0.114
H 16.304840 7.004850 10.204715 0.294 0.014 0.428
H 17.857900 7.469110 9.405545 0.000 -0.270 0.183
H 16.303080 7.675780 8.640765 0.015 0.531 -0.121
H 17.343390 9.273160 11.132985 -0.379 -0.461 0.347
H 15.762700 9.487470 10.296355 0.080 0.372 0.104
H 18.393290 9.890760 9.592465 0.734 0.370 -0.404
C 12.889290 13.931780 8.328345 0.290 -0.799 0.104
C 13.216700 13.971170 6.844355 -0.075 -0.522 0.930
O 12.703280 15.160380 6.299855 0.005 0.304 -0.704
H 12.856770 12.905960 8.695415 0.362 -0.127 0.055
H 11.885820 14.302460 8.537525 0.124 0.408 -0.138
H 13.679660 14.461750 8.859895 -0.392 0.209 0.362
H 12.814850 13.077800 6.366345 -0.321 0.340 -0.398
H 14.298050 13.921540 6.716635 0.150 -0.055 -0.098
H 13.390270 15.818650 6.427675 -0.122 0.256 -0.137
C 21.364180 11.602650 11.925955 -1.191 -0.372 -0.449
C 20.493200 11.252610 10.678345 1.266 0.559 -0.373
O 20.139830 9.884850 10.514125 -0.195 -0.148 0.371
H 22.401870 11.269200 11.935765 -0.062 -0.298 -0.556
H 20.882260 11.135490 12.784795 -0.022 0.331 0.293
H 21.402510 12.688150 12.017175 -0.198 0.012 0.229
H 21.033360 11.584290 9.791605 0.269 -0.022 -0.229
H 19.560790 11.809010 10.582725 -0.077 -0.013 0.750
H 20.928320 9.356670 10.369485 0.093 0.005 -0.006
C 12.880030 14.290170 16.122625 1.067 -0.217 -1.464
C 12.636360 15.563130 15.318135 -1.834 1.071 0.600
O 13.657650 15.873280 14.412235 1.218 -1.308 -0.049
H 13.821630 14.355450 16.667825 -0.188 0.323 0.545
H 13.137420 13.526340 15.388865 -0.325 -0.388 -0.129
H 12.058200 13.906630 16.727265 0.026 0.492 -0.016
H 12.450730 16.411930 15.976295 0.481 0.224 0.554
H 11.687230 15.579310 14.782425 -0.267 -0.838 -0.243
H 13.485860 16.660200 13.889895 -0.513 0.393 -0.165
C 18.553220 19.269130 7.428395 1.214 0.796 -0.716
C 17.491820 20.215500 7.861675 -1.085 0.114 0.410
O 16.298290 19.478680 7.977975 -1.134 -0.804 0.388
H 18.260720 18.687920 6.553905 -0.216 -0.166 0.243
H 18.988410 18.649660 8.212595 -0.390 -0.108 0.009
H 19.362090 19.907210 7.072485 0.403 -0.118 -0.031
H 17.229730 21.014550 7.168185 0.880 0.201 -0.407
H 17.684180 20.677330 8.830085 0.522 0.115 0.099
H 15.606990 20.094670 8.231435 -0.192 -0.116 0.043
C 15.798990 9.078920 13.883765 -0.530 -0.699 -1.159
C 14.488430 9.823820 13.843055 -0.175 0.496 0.732
O 14.591380 10.981180 14.661655 -0.329 0.828 0.342
H 16.233230 8.948660 14.875015 -0.184 0.233 0.021
H 16.503030 9.534360 13.187355 0.199 -0.008 0.301
H 15.544410 8.093960 13.492435 0.480 -0.326 -0.067
H 13.642200 9.213190 14.157895 0.022 -0.204 0.227
H 14.185260 10.216210 12.872375 0.457 -0.229 -0.302
H 14.427980 10.774580 15.584815 -0.003 -0.194 -0.018
C 22.003470 16.512620 10.190605 0.158 -0.501 1.130
C 21.122530 15.518880 9.467055 -0.088 0.635 0.464
O 20.965000 15.968250 8.147395 -0.173 -0.090 -0.152
H 23.027790 16.472750 9.820085 -0.096 0.261 -0.163
H 22.040710 16.234010 11.243735 0.224 -0.320 0.117
H 21.631040 17.534050 10.268545 -0.134 0.006 -0.765
H 20.156910 15.413070 9.961505 -0.349 0.346 0.191
H 21.520840 14.506510 9.534475 0.549 -0.176 -0.219
H 20.261850 15.434470 7.770225 -0.036 -0.161 -0.731
C 18.390390 12.979380 8.198675 -0.377 -0.742 0.672
C 18.140940 13.806960 6.989215 -0.345 -0.320 0.175
O 19.354900 14.170050 6.369325 0.213 0.721 -0.198
H 19.026050 13.562280 8.865215 0.199 -0.296 0.168
H 18.775250 11.980550 7.992975 0.433 0.106 -0.079
H 17.457660 12.769960 8.722365 -0.133 0.147 0.128
H 17.643970 14.684800 7.402175 0.104 0.434 -0.812
H 17.496360 13.302070 6.269705 -0.249 0.070 -0.015
H 19.778020 13.374220 6.038825 0.068 -0.069 0.010
C 20.491730 15.163280 13.247435 -0.193 1.428 0.119
C 19.643180 14.363210 14.215215 0.232 0.043 -1.888
O 20.293670 14.192230 15.405225 1.107 0.347 1.347
H 20.061760 15.159420 12.245825 0.175 -0.593 -0.168
H 21.556460 14.932420 13.281175 -0.113 -0.514 -0.193
H 20.448020 16.230150 13.466455 0.018 0.198 0.466
H 19.539300 13.402960 13.710015 -0.676 -0.435 0.058
H 18.685160 14.870380 14.329545 -0.355 -0.127 -0.044
H 19.825570 13.513070 15.896365 -0.300 -0.169 0.241
```
Forces are in eV/Å.